(1)
Here is the molecule C4H7OP at a distorted geometry from the OMol25 dataset. Energies are from ωB97M-V/def2-TZVPD.

Geometry (Å):
H  1.706  1.517  1.257
C  0.899  0.834  1.111
H  -2.008  -1.732  -1.116
H  -0.694  0.238  -1.852
C  -0.753  0.051  -0.763
C  0.702  0.415  -0.331
O  -0.709  -1.988  0.509
H  1.151  -0.508  -0.621
H  0.013  1.415  1.515
C  -1.166  -1.295  -0.398
H  1.201  1.024  -1.034
H  -1.666  0.662  -0.424
P  1.326  -0.632  2.147

Force components x, y, z for each atom (eV/Å):
H 0.86 0.53 -0.20
C -1.23 -0.24 0.86
H 1.18 0.60 1.42
H -0.73 -0.70 0.27
C 0.20 2.52 -0.41
C -1.70 -0.56 0.25
O -0.80 1.41 -1.55
H 0.97 -1.06 0.68
H 0.69 -0.80 -0.51
C -0.82 -3.17 -0.19
H -0.03 1.59 -0.73
H 1.46 -0.19 -0.19
P -0.05 0.08 0.30

energy above the lowest of the compared OMol25 structures with the same formula, charge and spin = 332.26 kJ/mol
E_HOMO (alpha / beta) = -7.530 / -7.515 eV
gap between HOMO and LUMO (alpha / beta) = 7.11 / 7.11 eV
largest force on an atom = 0.0639 hartree/bohr
total charge = 0


(2)
Here is a structure of composition C29H31BrF3N2O3PReSi from the OMol25 dataset. Energies are from ωB97M-V/def2-TZVPD.

Geometry (Å):
C  4.150  -3.479  -3.615
F  6.281  -4.434  -3.783
C  1.452  -1.463  -1.167
H  -2.673  3.971  -1.465
H  -5.585  -4.078  -0.175
H  0.771  5.816  -0.192
C  -1.853  3.974  -0.752
H  -1.728  4.963  -0.326
H  3.979  3.147  -1.172
H  -0.922  3.648  -1.211
H  -1.344  -1.949  -1.559
H  2.384  6.311  -0.687
H  5.254  -1.639  -3.693
H  1.655  5.006  2.714
C  -0.749  -1.829  4.487
C  0.712  0.224  3.405
H  0.285  -1.411  6.325
P  -2.398  1.566  0.210
C  -4.652  -3.622  -0.471
C  3.038  -4.157  -3.132
C  -3.667  1.841  2.610
H  -2.314  -3.033  2.565
H  -4.411  1.132  2.958
C  3.490  -1.472  -2.490
Si  2.482  4.162  0.525
C  0.596  1.704  0.628
C  0.159  -1.138  5.285
C  2.363  -2.147  -1.991
C  0.658  -0.871  -0.432
O  -3.590  1.527  -0.802
Br  -5.346  -4.487  -3.082
H  1.547  5.056  -1.595
O  -2.174  3.104  0.367
H  -3.055  2.200  3.432
C  1.718  5.451  -0.592
C  2.631  4.774  2.285
H  3.229  5.687  2.313
H  -5.096  0.711  -1.890
C  4.097  3.522  -0.154
H  1.257  1.020  2.919
C  -3.068  -3.046  -2.196
C  -1.767  -2.156  2.231
H  2.880  -5.193  -3.396
H  3.123  4.035  2.920
C  4.382  -2.143  -3.299
N  -0.167  -0.443  2.634
H  -4.139  2.677  2.103
H  -4.402  -0.402  -0.686
H  1.273  -4.004  -1.925
N  -1.819  -1.728  1.027
C  -2.655  -2.394  0.079
C  -3.849  -3.000  0.469
C  0.900  -0.106  4.735
C  5.163  -4.196  -4.483
H  -2.768  -3.075  -3.235
H  1.619  0.447  5.321
C  2.143  -3.495  -2.316
H  4.838  4.324  -0.181
H  -3.504  -0.028  -2.186
C  1.324  2.697  0.592
H  -1.336  -2.646  4.884
F  4.695  -5.364  -4.928
C  -4.256  -3.647  -1.803
F  5.494  -3.446  -5.541
Re  -0.548  0.085  0.690
O  -2.795  1.122  1.681
H  4.496  2.717  0.465
H  3.644  -0.433  -2.236
C  -2.274  -2.409  -1.258
C  -4.179  0.360  -1.429
C  -0.888  -1.466  3.166
H  -4.186  -2.953  1.497

Force components x, y, z for each atom (eV/Å):
C -0.01 -0.01 0.00
F -0.03 0.01 -0.03
C 0.11 -0.11 -0.05
H 0.00 -0.01 0.00
H 0.00 0.00 0.00
H -0.01 -0.01 0.00
C 0.01 0.03 -0.02
H -0.01 0.00 0.00
H -0.01 0.00 0.00
H 0.01 0.00 0.01
H -0.01 0.02 -0.01
H 0.01 -0.01 0.00
H 0.00 0.00 0.00
H -0.01 0.00 -0.01
C -0.02 -0.04 -0.03
C 0.03 -0.03 -0.04
H 0.00 0.00 0.00
P 0.26 -0.06 -0.12
C -0.01 0.00 0.00
C 0.01 0.01 0.01
C 0.06 0.13 0.01
H 0.00 0.00 0.02
H 0.01 -0.01 -0.01
C 0.02 0.02 -0.01
Si 0.02 0.12 0.00
C 0.02 0.07 0.17
C 0.03 0.03 0.00
C -0.03 0.05 0.01
C -0.25 0.25 -0.21
O 0.10 -0.08 0.07
Br 0.05 0.04 0.05
H -0.01 0.01 0.00
O -0.01 -0.06 -0.08
H 0.01 0.00 -0.01
C 0.05 -0.08 0.07
C 0.02 -0.03 -0.10
H 0.01 -0.01 0.00
H 0.01 0.01 0.00
C -0.06 0.05 0.04
H -0.01 0.01 0.01
C 0.01 -0.02 -0.05
C 0.03 0.00 -0.10
H 0.00 0.00 0.00
H 0.00 0.00 0.01
C -0.01 0.01 0.00
N 0.02 0.08 0.18
H 0.00 0.00 -0.01
H 0.00 0.02 0.00
H 0.00 0.00 0.00
N 0.08 -0.10 0.06
C -0.13 -0.02 -0.04
C 0.03 0.09 0.01
C -0.03 -0.05 0.02
C 0.02 -0.01 -0.02
H 0.00 0.00 0.00
H 0.00 0.00 0.00
C -0.02 -0.03 0.00
H 0.00 0.00 0.00
H 0.01 0.02 0.01
C -0.03 -0.03 -0.03
H 0.00 0.00 0.00
F 0.02 0.04 0.01
C -0.04 -0.02 -0.05
F -0.01 -0.03 0.03
Re -0.26 -0.02 0.07
O -0.09 -0.13 0.01
H 0.00 0.00 0.00
H 0.01 0.00 0.00
C 0.04 -0.06 0.11
C -0.04 -0.04 -0.02
C 0.05 0.02 0.04
H -0.02 0.00 0.00

spin multiplicity = 2
E_HOMO (alpha / beta) = -13.802 / -13.546 eV
gap between HOMO and LUMO (alpha / beta) = 5.87 / 5.79 eV
largest force on an atom = 0.0081 hartree/bohr
⟨S²⟩ = 0.783
total charge = +2


(3)
Here is a structure of composition C19H19AsCaN5O2S5Sb from the OMol25 dataset. Energies are from ωB97M-V/def2-TZVPD.

Geometry (Å):
H  0.158  -2.424  -6.086
C  -3.100  -4.563  0.086
C  1.688  -6.707  0.718
C  -5.350  -3.764  0.218
N  -0.830  3.368  0.625
H  1.317  1.742  -2.726
H  2.468  -5.490  2.318
C  0.849  -6.742  -0.392
H  1.126  -3.533  1.747
C  0.101  -5.624  -0.726
C  0.396  2.594  -1.177
H  0.793  -7.634  -1.005
N  0.445  1.728  -2.216
C  -1.590  -2.674  -3.189
N  1.372  3.522  -1.128
S  0.666  -0.883  2.939
C  -3.546  -2.187  -0.212
H  0.603  -0.239  -2.082
C  -1.340  -2.535  -4.549
Ca  -0.398  0.050  0.608
H  -0.865  0.290  -2.716
O  -0.563  4.550  0.424
C  0.773  -2.810  -2.776
H  2.288  -7.575  0.968
H  -2.608  -2.651  -2.818
H  -2.386  -5.376  0.147
C  0.171  -4.472  0.059
C  -2.644  -3.273  -0.172
C  1.021  -2.674  -4.134
S  3.942  -2.436  1.757
H  -5.611  -1.654  -0.048
H  -4.789  -5.830  0.482
C  -0.535  -2.820  -2.293
S  3.890  1.252  3.154
C  -4.907  -2.477  -0.019
As  -0.772  -2.827  -0.356
H  -2.170  -2.419  -5.236
S  2.272  0.391  -0.162
H  2.043  -2.665  -4.494
N  -0.134  0.462  -2.037
H  1.288  4.186  -0.374
H  1.604  -2.888  -2.080
H  -6.409  -3.946  0.371
S  -3.034  -0.539  -0.522
O  -1.370  2.947  1.628
C  1.020  -4.440  1.160
Sb  2.835  -0.437  2.024
C  -0.036  -2.536  -5.025
C  -4.448  -4.822  0.279
N  -0.613  2.422  -0.333
C  1.781  -5.558  1.484
H  -0.529  -5.637  -1.609
H  2.280  3.065  -1.153

Force components x, y, z for each atom (eV/Å):
H 0.00 0.00 0.00
C 0.10 -0.01 -0.02
C 0.04 -0.03 0.04
C 0.02 -0.08 0.01
N -0.02 -0.23 0.02
H 0.02 0.00 0.04
H 0.01 -0.02 -0.01
C -0.01 0.01 -0.02
H 0.00 0.00 0.00
C -0.04 0.03 -0.03
C -0.34 -0.03 0.38
H 0.00 0.00 0.00
N 0.08 0.04 -0.08
C -0.03 -0.01 0.05
N 0.34 0.07 -0.20
S 0.04 0.15 -0.25
C 0.06 -0.06 -0.02
H -0.01 -0.02 0.02
C 0.04 0.00 -0.04
Ca -0.01 -0.04 0.09
H -0.01 0.01 -0.03
O 0.06 0.05 0.04
C 0.05 -0.01 0.10
H 0.00 0.00 0.00
H 0.00 0.00 0.01
H 0.00 0.00 -0.01
C 0.01 -0.07 0.00
C -0.21 -0.02 0.01
C 0.02 0.00 -0.07
S -0.02 0.09 0.01
H 0.01 0.01 0.00
H 0.01 0.00 0.00
C -0.06 0.00 -0.09
S -0.03 -0.02 -0.03
C -0.01 0.04 0.00
As 0.21 0.21 0.09
H 0.00 0.00 0.00
S -0.07 -0.08 0.01
H 0.00 0.00 0.01
N -0.04 -0.09 0.03
H -0.12 0.02 0.05
H 0.00 0.00 -0.01
H 0.00 0.01 0.00
S 0.03 -0.02 0.00
O 0.02 0.08 0.11
C -0.03 0.07 0.00
Sb 0.06 -0.15 0.14
C -0.04 0.00 0.01
C -0.06 0.04 0.00
N -0.10 0.10 -0.33
C -0.02 0.01 0.00
H -0.01 -0.01 0.00
H 0.06 0.00 -0.01

energy above the lowest of the compared OMol25 structures with the same formula, charge and spin = 27.17 kJ/mol
E_HOMO = -1.531 eV
gap between HOMO and LUMO = 5.69 eV
largest force on an atom = 0.0099 hartree/bohr
total charge = -2


(4)
Here is a cluster of 3 separate species, C12H29Br2INO7P2S2 in total at a distorted geometry from the OMol25 dataset. Energies are from ωB97M-V/def2-TZVPD.

Geometry (Å):
H  0.896  -1.264  -3.150
H  -1.691  -3.399  0.443
I  -2.742  -0.977  1.777
C  -2.753  2.359  3.889
H  -3.560  -0.360  -0.971
N  2.198  1.082  -3.481
H  -0.323  -0.039  -2.949
H  5.343  -1.596  -2.639
C  -4.332  2.409  6.048
C  -0.739  -3.363  -0.060
C  -0.732  -2.342  -1.227
H  -5.325  2.352  6.491
S  6.230  0.564  -3.186
P  0.587  -3.238  1.158
C  7.236  0.259  -1.725
H  -2.030  0.357  -1.904
H  1.197  1.419  -1.674
Br  -3.499  4.131  0.663
C  5.842  -1.163  -3.507
H  1.147  -1.374  -0.714
H  -5.567  2.412  -0.194
H  2.887  0.389  -3.748
O  1.840  -3.801  0.679
C  -3.434  2.298  0.057
C  1.586  0.575  -2.234
O  -4.985  0.945  3.938
H  -2.339  3.312  4.224
H  7.553  1.221  -1.328
O  0.750  -1.780  1.770
O  4.977  1.212  -2.727
S  -4.509  2.312  4.257
H  8.111  -0.328  -2.003
H  -2.251  1.528  4.385
H  1.704  -1.700  1.949
P  -2.209  -0.222  -0.583
C  -4.743  1.729  -0.372
C  0.165  -1.096  -1.104
H  -0.602  -4.352  -0.493
O  -2.047  -1.816  -1.235
H  -3.868  3.358  6.316
C  -2.337  1.608  0.024
C  0.538  -0.491  -2.468
H  -2.630  2.268  2.812
O  0.096  -4.152  2.407
Br  -0.707  2.475  0.629
O  -0.503  -0.150  -0.349
H  -4.976  0.796  0.127
H  6.646  -0.270  -0.976
H  6.760  -1.706  -3.729
H  -4.723  1.563  -1.446
H  5.178  -1.205  -4.369
H  -0.175  -3.538  3.110
H  -3.725  1.575  6.404
H  -0.544  -2.784  -2.199
H  2.368  0.124  -1.607
H  2.765  1.874  -3.203

Force components x, y, z for each atom (eV/Å):
H 0.32 -0.13 0.01
H -0.32 0.40 0.04
I -0.15 -0.47 1.09
C 0.10 0.02 0.08
H -0.16 0.03 0.96
N -0.41 -0.10 0.32
H -0.23 -0.02 -0.04
H -0.02 0.06 0.02
C 0.06 -0.02 0.14
C 1.08 0.07 -0.23
C -1.32 0.95 0.84
H -0.02 -0.01 -0.06
S 0.10 -0.01 -0.06
P -0.79 -1.42 0.03
C 0.05 -0.08 0.11
H 0.01 0.07 0.17
H -0.34 0.01 0.05
Br -0.28 -0.08 -0.17
C -0.03 -0.12 0.05
H -0.11 0.04 0.78
H -0.01 0.17 0.18
H 0.02 0.07 -0.22
O 1.47 -0.13 -0.75
C -1.37 0.82 0.19
C 0.76 -0.18 -0.34
O -0.18 -0.06 0.17
H -0.05 0.03 -0.04
H -0.04 0.03 -0.06
O 0.14 0.06 0.26
O 0.20 0.00 0.08
S 0.12 0.13 -0.16
H 0.00 0.01 -0.03
H -0.07 -0.06 -0.03
H -0.24 0.24 -0.08
P 0.85 1.23 -3.49
C -0.62 0.42 -0.28
C 0.37 -0.42 -1.31
H 0.28 -0.28 0.19
O 0.09 0.15 0.01
H -0.01 0.01 -0.03
C 2.17 -0.81 0.61
C -0.34 0.27 0.06
H -0.05 -0.04 0.05
O -0.31 0.99 0.26
Br -0.33 -0.21 -0.14
O -0.42 -0.59 0.98
H 0.11 -0.18 0.16
H -0.06 0.02 -0.04
H 0.01 0.02 -0.02
H -0.01 -0.19 -0.21
H 0.01 0.07 -0.01
H -0.23 -0.40 -0.06
H 0.00 -0.02 -0.06
H 0.08 -0.49 -0.01
H 0.04 0.08 0.19
H 0.07 0.05 -0.20

E_HOMO = -5.019 eV
gap between HOMO and LUMO = 6.99 eV
largest force on an atom = 0.0738 hartree/bohr
total charge = -1


Calculated E (eV), listed in the same order as above: -15593.9934 -137174.9330 -171551.9753 -217172.8217